Formula: C6H20N2O2
Source: the Open Molecules 2025 dataset
Level of theory: wB97M-V/def2-TZVPD

HOMO, Ha: -0.336
LUMO, eV: 0.74
2S+1: 1
Kohn-Sham gap, eV: 9.880
Energy relative to the best compared isomer or geometry (same formula, charge and spin), kcal per mole: 75.71
SMILES: CCNCCNCC.O.O
Total charge: 0

Atoms and positions in Å:
C: -0.287 2.056 1.280
C: -1.638 1.253 1.388
N: -1.394 -0.155 0.935
C: -1.773 -0.376 -0.475
C: -0.596 -1.033 -1.224
N: 0.706 -0.277 -1.085
C: 1.848 -1.108 -1.457
C: 2.134 -2.127 -0.453
H: -0.439 2.874 0.651
H: -0.022 2.504 2.253
H: 0.366 1.247 0.982
H: -2.372 1.979 0.900
H: -2.009 1.438 2.316
H: -2.074 -0.769 1.545
H: -2.270 0.474 -1.027
H: -2.546 -1.238 -0.563
H: -0.490 -2.083 -0.938
H: -0.906 -0.964 -2.257
H: 0.937 0.010 -0.218
H: 2.614 -0.439 -1.650
H: 1.600 -1.427 -2.497
H: 1.759 -1.931 0.591
H: 1.792 -3.206 -0.708
H: 3.261 -2.298 -0.316
O: 0.617 -0.365 3.642
H: 1.069 -1.074 3.174
H: 0.652 0.363 3.093
O: 0.005 1.915 -2.859
H: -0.160 1.543 -1.932
H: 0.957 1.628 -2.971

Atom charges from the Löwdin analysis, given in e for atoms 1 to 6:
1. C -0.076
2. C -0.268
3. N -0.071
4. C -0.230
5. C -0.196
6. N -0.085

Formula: C6H20N2OSi
Source: the Open Molecules 2025 dataset
Level of theory: wB97M-V/def2-TZVPD

⟨S²⟩: 2.0066
HOMO (spin up / spin down), Ha: -0.462 / -0.630
LUMO (spin up / spin down), eV: -5.91 / -9.72
2S+1: 3
Kohn-Sham gap (spin up / spin down), eV: 6.660 / 7.411
Total charge: +2

Atoms and positions in Å:
C: 1.404 1.308 2.231
C: -2.492 -2.269 -0.689
C: 0.347 -0.526 -2.469
C: 1.276 2.748 1.572
C: -1.126 -2.330 -0.005
C: 0.241 3.135 0.894
N: -0.544 -3.674 -0.123
N: 0.383 4.456 0.292
O: 1.437 -1.530 0.021
Si: 0.064 -0.860 -0.667
H: 0.433 0.846 2.515
H: 1.766 0.653 1.287
H: 2.064 1.328 3.101
H: -2.841 -1.208 -0.570
H: -3.203 -2.927 -0.067
H: -2.523 -2.554 -1.754
H: -0.451 -0.650 -3.170
H: 0.790 0.391 -2.453
H: 1.135 -1.359 -2.801
H: 2.190 3.387 1.722
H: -0.685 0.190 -0.102
H: -1.394 -2.286 1.092
H: -0.678 2.581 0.713
H: 0.508 -3.678 -0.317
H: -0.739 -4.474 0.650
H: -0.959 -4.031 -0.956
H: 0.768 4.543 -0.690
H: 1.025 5.151 0.843
H: -0.522 4.944 0.171
H: 2.324 -1.307 -0.271

Atom charges from the Löwdin analysis, given in e for atoms 1 to 6:
1. C -0.043
2. C -0.108
3. C -0.153
4. C -0.147
5. C -0.425
6. C -0.134

Formula: C6H20N6Na3O8
Source: the Open Molecules 2025 dataset
Level of theory: wB97M-V/def2-TZVPD

HOMO, Ha: -0.403
LUMO, eV: -5.09
2S+1: 1
Kohn-Sham gap, eV: 5.871
Total charge: +1

Atoms and positions in Å:
Na: -1.016 3.359 -0.024
Na: -4.158 1.981 1.619
Na: -2.497 -1.578 2.153
C: -0.937 0.458 0.478
O: -0.084 1.140 -0.180
O: -0.921 -0.829 0.440
O: -1.883 1.110 1.069
C: 3.459 1.207 0.748
O: 4.647 1.378 0.996
N: 2.667 0.266 1.321
N: 2.811 1.978 -0.195
H: 3.038 -0.278 2.076
H: 1.740 0.114 0.968
H: 1.830 1.852 -0.395
H: 3.343 2.765 -0.520
C: 1.197 -1.250 -2.709
O: 1.678 -1.827 -3.685
N: 0.686 -1.943 -1.653
N: 1.042 0.094 -2.568
H: 0.185 -1.486 -0.896
H: 0.683 -2.944 -1.737
H: 1.572 0.726 -3.141
H: 0.723 0.462 -1.675
C: -3.932 -1.201 -1.808
O: -4.541 -0.982 -0.742
N: -2.619 -1.552 -1.808
N: -4.556 -1.177 -3.007
H: -2.145 -1.410 -0.936
H: -2.181 -1.638 -2.707
H: -5.507 -0.859 -3.014
H: -4.057 -1.403 -3.846
C: 0.631 3.321 2.652
O: 0.185 4.352 1.737
H: -0.270 2.942 3.149
H: 1.209 2.595 2.091
H: 1.202 3.745 3.481
H: -0.189 5.072 2.253
C: 1.428 -3.318 1.675
O: 0.278 -2.669 2.197
H: 1.223 -3.910 0.779
H: 2.222 -2.615 1.432
H: 1.814 -4.039 2.394
H: 0.001 -2.010 1.536

Atom charges from the Löwdin analysis, given in e for atoms 1 to 6:
1. Na 0.691
2. Na 0.834
3. Na 0.771
4. C -0.841
5. O -0.123
6. O -0.161

Formula: C6H20N8NiO6
Source: the Open Molecules 2025 dataset
Level of theory: wB97M-V/def2-TZVPD

⟨S²⟩: 2.0037
HOMO (spin up / spin down), Ha: -0.202 / -0.199
LUMO (spin up / spin down), eV: 0.20 / 0.20
2S+1: 3
Kohn-Sham gap (spin up / spin down), eV: 5.689 / 5.616
Energy relative to the best compared isomer or geometry (same formula, charge and spin), kcal per mole: 21.80
Total charge: 0

Atoms and positions in Å:
Ni: -0.301 -0.295 -0.556
O: -2.375 -0.482 -0.301
C: -2.844 -1.395 -1.272
C: -1.737 -2.224 -2.069
O: -0.399 -1.768 -2.064
H: -3.327 -0.713 -1.991
H: -3.670 -2.046 -0.966
H: -2.130 -2.509 -3.052
H: -1.830 -3.216 -1.602
C: -0.041 2.256 1.480
O: -0.337 1.262 0.811
N: 0.591 2.291 2.671
N: -0.160 3.508 1.011
H: 0.990 1.483 3.112
H: 0.729 3.194 3.087
H: 0.115 4.270 1.603
H: -0.466 3.565 0.052
C: 0.013 -2.617 1.731
O: 0.157 -1.699 0.930
N: -1.142 -3.289 1.759
N: 1.012 -3.131 2.432
H: -1.940 -2.800 1.375
H: -1.416 -4.026 2.387
H: 0.811 -3.948 2.984
H: 1.960 -2.805 2.346
C: -0.807 2.067 -2.652
O: -0.219 1.317 -1.863
N: -2.029 1.861 -3.122
N: -0.258 3.228 -3.006
H: -2.578 2.644 -3.434
H: -2.536 1.026 -2.865
H: -0.717 3.955 -3.527
H: 0.700 3.413 -2.756
C: 2.872 -0.141 0.557
O: 1.944 0.107 -0.185
N: 4.046 -0.598 0.211
N: 2.808 -0.214 1.927
H: 4.149 -0.739 -0.785
H: 4.831 -0.466 0.823
H: 1.890 -0.038 2.302
H: 3.642 -0.284 2.481

Atom charges from the Löwdin analysis, given in e for atoms 1 to 6:
1. Ni 0.659
2. O -0.359
3. C -0.380
4. C -0.387
5. O -0.342
6. H 0.050

Formula: C6H20NO3
Source: the Open Molecules 2025 dataset
Level of theory: wB97M-V/def2-TZVPD

⟨S²⟩: 0.7524
HOMO (spin up / spin down), Ha: -0.671 / -0.669
LUMO (spin up / spin down), eV: -6.20 / -13.61
2S+1: 2
Kohn-Sham gap (spin up / spin down), eV: 12.053 / 4.588
Total charge: +2

Atoms and positions in Å:
C: -0.338 -1.954 1.401
O: -0.139 -2.119 2.802
C: -0.098 -0.482 1.121
C: 0.094 -0.288 -0.391
C: 0.160 1.163 -1.049
C: -1.165 1.833 -0.813
C: 0.413 1.171 -2.562
N: 1.132 -0.088 1.931
H: 0.479 -2.547 0.982
H: -1.321 -2.273 1.067
H: -0.859 -2.504 3.312
H: -0.875 0.234 1.397
H: -0.821 -0.675 -0.835
H: 1.036 -0.792 -0.619
H: 1.019 1.667 -0.541
H: -1.230 2.797 -1.325
H: -1.990 1.299 -1.314
H: -1.513 1.846 0.223
H: -0.461 0.727 -3.053
H: 0.526 2.126 -3.037
H: 1.214 0.449 -2.752
H: 0.876 -0.266 2.900
H: 1.908 -0.699 1.657
H: 1.497 0.815 1.622
H: 3.205 0.281 -0.723
H: 3.991 1.064 0.289
O: 3.180 0.541 0.207
H: -3.583 -1.785 -0.369
H: -3.426 -0.425 -0.981
O: -2.911 -1.117 -0.548

Atom charges from the Löwdin analysis, given in e for atoms 1 to 6:
1. C -0.157
2. O -0.032
3. C -0.233
4. C -0.028
5. C -0.283
6. C 0.009

Formula: C6H20O4
Source: the Open Molecules 2025 dataset
Level of theory: wB97M-V/def2-TZVPD

HOMO, Ha: -0.354
LUMO, eV: 0.37
2S+1: 1
Kohn-Sham gap, eV: 10.013
Energy relative to the best compared isomer or geometry (same formula, charge and spin), kcal per mole: 13.27
SMILES: CC(C)O.CC(C)O.O.O
Total charge: 0

Atoms and positions in Å:
C: 30.895 8.009 1.726
C: 29.706 8.890 1.345
C: 28.624 8.960 2.420
O: 30.133 10.243 1.119
H: 31.407 8.518 2.546
H: 31.624 7.772 0.953
H: 30.544 7.035 2.077
H: 29.281 8.437 0.443
H: 28.940 9.582 3.261
H: 28.503 7.990 2.918
H: 27.652 9.287 2.059
H: 29.664 10.838 1.713
C: 27.678 12.741 1.348
C: 28.233 13.171 2.695
C: 27.246 13.273 3.853
O: 29.366 12.392 3.037
H: 28.466 12.824 0.604
H: 26.991 13.529 1.029
H: 27.225 11.756 1.280
H: 28.606 14.201 2.564
H: 26.643 12.377 4.010
H: 26.514 14.075 3.727
H: 27.808 13.547 4.749
H: 29.609 12.552 3.953
O: 28.852 16.290 -0.278
H: 28.245 16.540 -0.984
H: 28.409 16.562 0.532
O: 30.741 13.798 0.126
H: 30.081 13.448 0.738
H: 30.238 14.363 -0.473

Atom charges from the Löwdin analysis, given in e for atoms 1 to 6:
1. C -0.061
2. C -0.469
3. C -0.065
4. O -0.059
5. H 0.082
6. H 0.074